No. 1
Entry from the OMol25 dataset: a cluster of 9 separate species, C34H66O14 in total at a distorted geometry (ωB97M-V with the def2-TZVPD basis set).

```
114
Properties=species:S:1:pos:R:3:forces:R:3
C 14.3174 -33.7434 7.3296 -0.52 0.23 -1.52
O 14.0819 -32.8621 8.4021 0.34 0.38 0.53
C 13.2908 -31.7807 8.1809 0.87 -1.47 0.27
O 12.5367 -31.6701 7.2722 -0.49 0.35 -0.63
O 13.4370 -30.9042 9.1420 -0.61 1.73 0.20
C 14.4100 -30.9940 10.1489 0.49 -1.48 1.63
H 14.5384 -34.7304 7.7188 0.06 0.05 0.08
H 15.1084 -33.3632 6.6729 0.34 -0.12 0.49
H 13.4628 -33.7593 6.6433 -0.17 -0.30 0.45
H 14.2178 -31.8941 10.7527 0.16 -0.14 -0.31
H 14.3151 -30.2173 10.9065 -0.29 0.63 -0.75
H 15.4443 -31.0485 9.8132 -0.14 0.18 -0.38
C 13.6467 -29.7044 13.7156 -1.03 -0.44 0.20
O 13.1161 -29.6436 15.0422 -0.28 0.11 0.11
C 13.7339 -30.1768 16.0916 0.16 0.72 -0.66
O 14.7588 -30.8049 16.0850 0.02 -0.18 0.25
O 12.9947 -29.8003 17.1238 -0.64 0.27 0.98
C 13.4635 -29.9639 18.4562 1.62 -1.43 -0.07
H 13.9953 -30.7134 13.4990 0.55 0.23 0.05
H 14.3312 -28.8792 13.5472 0.34 -0.32 -0.08
H 12.7408 -29.5693 13.1287 0.28 0.31 -0.31
H 14.1432 -29.1680 18.7542 -0.57 0.51 0.08
H 14.1300 -30.8327 18.5142 -0.19 -0.18 -0.20
H 12.6551 -30.1831 19.1431 -0.34 0.54 -0.18
C 10.9827 -26.5469 19.0556 -0.57 -0.60 0.74
C 10.6818 -27.1750 17.6977 0.09 0.29 0.49
C 9.6930 -26.2061 17.0604 0.61 0.85 0.96
O 9.8725 -24.9344 17.7368 0.14 0.17 -0.27
C 10.5869 -25.0664 18.9524 0.30 -0.57 0.34
H 11.9655 -26.7803 19.4680 0.20 0.33 -0.34
H 10.3011 -27.0579 19.7443 -0.02 0.36 0.22
H 10.2193 -28.1449 17.8692 0.34 -0.23 -0.42
H 11.6152 -27.2342 17.1388 -0.24 -0.31 -0.35
H 8.6379 -26.4179 17.2261 0.01 -0.65 -0.44
H 9.9900 -26.0834 16.0259 -0.64 0.20 -0.19
H 9.9994 -24.8441 19.8500 -0.45 0.27 -0.34
H 11.4080 -24.3459 18.9737 0.22 -0.20 -0.26
C 9.0557 -30.5759 12.0980 -0.07 0.81 -1.97
C 7.9230 -31.5738 12.2855 0.81 0.55 0.95
C 8.6639 -32.6569 13.0682 -1.14 -1.03 -0.09
O 9.6384 -32.0019 13.8690 0.64 0.26 -0.28
C 10.0314 -30.7452 13.2645 -2.66 -0.07 -0.86
H 8.6687 -29.5616 11.9491 0.06 0.06 0.61
H 9.5588 -30.7061 11.1312 0.03 -0.58 0.13
H 7.4173 -31.7856 11.3493 0.07 -0.52 0.06
H 7.2058 -31.1582 12.9980 -0.18 0.10 -0.23
H 9.0472 -33.4960 12.4765 0.62 0.46 -0.36
H 7.9442 -33.1754 13.7101 0.20 0.24 0.44
H 11.0199 -30.6998 12.8228 0.43 -0.19 0.84
H 9.6954 -29.9255 13.8999 1.16 -0.13 0.78
C 11.0540 -34.3404 16.9413 -0.88 -1.81 -0.51
C 11.2310 -32.8483 16.9192 1.88 0.64 -0.38
C 9.9830 -32.2267 17.5066 -0.56 -0.95 0.39
O 9.0840 -33.3431 17.6144 -0.72 -0.31 0.04
C 9.5370 -34.4087 16.7431 -0.28 1.55 0.19
H 11.3084 -34.9471 17.8140 0.03 0.72 0.48
H 11.5658 -34.8872 16.1422 0.08 0.47 -0.21
H 11.3604 -32.6174 15.8584 -0.30 0.41 0.06
H 12.1495 -32.4877 17.3913 -0.07 -0.14 0.16
H 9.5838 -31.4068 16.9028 -0.11 -0.21 -0.21
H 10.0622 -31.8662 18.5350 0.41 0.11 -0.08
H 9.2069 -34.0820 15.7502 0.44 -0.42 -0.32
H 9.0191 -35.3319 16.9873 0.13 -0.01 0.33
C 14.3657 -25.3390 18.0470 -0.96 1.74 0.56
C 14.8059 -26.6878 17.5992 0.80 -0.17 -0.07
C 15.5704 -26.3467 16.3035 -0.22 -1.45 -1.03
O 15.8341 -24.9657 16.2978 0.08 0.87 -0.20
C 15.3766 -24.3357 17.4968 -0.19 -0.83 0.37
H 14.1361 -25.1842 19.1048 0.43 -0.33 0.11
H 13.4172 -25.0547 17.5726 -0.01 -0.37 -0.20
H 13.9223 -27.3211 17.5323 0.33 -0.35 -0.42
H 15.5485 -27.1134 18.2801 -0.31 -0.12 0.24
H 15.0811 -26.6651 15.3666 -0.75 0.64 0.30
H 16.4755 -26.9532 16.1415 0.36 0.44 0.87
H 14.8409 -23.3972 17.3494 0.33 0.10 -0.67
H 16.2229 -24.1207 18.1536 0.08 -0.22 0.09
C 18.1223 -31.7591 19.8208 0.71 -0.24 -1.11
C 17.4415 -31.4735 18.4804 -1.46 0.29 -0.38
C 17.4351 -29.9463 18.3911 0.78 -0.04 -0.56
O 17.4701 -29.4721 19.7237 -0.28 -0.01 0.25
C 18.2995 -30.3570 20.4459 0.32 -0.82 0.46
H 19.0928 -32.1830 19.5508 0.11 0.00 0.47
H 17.5897 -32.5364 20.3635 -0.10 0.39 0.44
H 16.3958 -31.7943 18.4373 0.07 -0.18 0.33
H 17.8940 -31.9532 17.6131 0.30 0.13 0.09
H 16.5892 -29.5001 17.8707 -0.15 -0.16 0.13
H 18.3371 -29.6424 17.8385 0.06 0.26 0.18
H 18.0781 -30.3686 21.5138 -0.44 0.33 -0.10
H 19.3497 -30.0491 20.3824 0.00 0.05 -0.27
C 10.6820 -25.5925 13.5376 -1.09 -0.99 0.63
C 11.9633 -25.6520 14.3583 0.15 1.40 -0.16
C 12.9280 -25.9813 13.2320 0.14 -0.25 0.44
O 12.2134 -26.9200 12.4206 0.64 -0.45 -0.41
C 10.8341 -26.9122 12.7572 0.06 2.01 -0.25
H 10.6014 -24.7265 12.8792 0.63 -0.08 -0.21
H 9.7100 -25.5654 14.0412 0.30 -0.16 0.47
H 11.9717 -26.4207 15.1304 -0.18 -0.19 -0.14
H 12.2128 -24.7016 14.8373 0.01 -0.05 0.00
H 13.8634 -26.4073 13.6011 -0.09 -0.29 -0.16
H 13.2082 -25.0950 12.6558 -0.22 0.03 -0.10
H 10.5960 -27.7853 13.3679 -0.30 -0.04 -0.17
H 10.2333 -26.7623 11.8568 0.04 -0.94 -0.11
O 16.8411 -29.5192 12.6524 -0.52 -0.22 0.05
C 16.9718 -30.7070 12.6869 1.29 -0.12 0.35
O 17.5931 -31.3686 11.6502 -1.16 0.14 0.31
C 17.5976 -32.7861 11.9056 1.85 0.73 0.43
C 17.6025 -32.9079 13.4369 -1.28 -0.53 -0.25
C 16.7510 -31.6960 13.8454 0.04 -0.65 -0.46
H 18.5431 -33.1034 11.4655 -0.25 -0.42 -0.12
H 16.7517 -33.2775 11.4279 -0.10 0.06 0.06
H 18.5365 -32.9046 13.9938 0.40 0.07 -0.69
H 17.1161 -33.8658 13.6359 -0.02 0.13 0.48
H 17.0359 -31.3272 14.8248 -0.12 0.51 -0.15
H 15.7056 -31.9947 13.9131 -0.08 0.25 -0.04
```
Positions in Å, forces in eV/Å.

Computed properties:
HOMO: -9.3 eV
Structure (SMILES): COC(=O)OC.COC(=O)OC.O=C1CCCO1.C1CCOC1.C1CCOC1.C1CCOC1.C1CCOC1.C1CCOC1.C1CCOC1
Gap between HOMO and LUMO: 0.3559 Eh
Net charge: 0
Maximum force: 2.79 eV/Å

---

No. 2
Entry from the OMol25 dataset: a structure of composition C34H67N5O7S7 at a distorted geometry (ωB97M-V with the def2-TZVPD basis set).

```
120
Properties=species:S:1:pos:R:3:forces:R:3
C 2.3819 14.4323 18.0472 0.18 0.73 -1.04
S 3.8586 15.1209 18.8248 -1.20 2.32 -1.83
O 4.9786 14.3799 18.1111 -12.38 -0.13 0.56
C 3.8934 16.8607 18.0738 -2.79 -0.19 0.42
H 2.0100 15.1088 17.2778 -0.32 -0.18 0.12
H 1.6651 13.9617 18.7201 -0.35 1.51 -0.10
H 2.8573 13.5636 17.5918 -1.50 1.22 0.31
H 4.6216 17.5219 18.5436 -0.78 -0.67 0.80
H 2.9435 17.3952 18.0643 -0.62 -0.49 0.85
H 4.0799 16.8033 17.0014 -0.46 -0.75 0.20
C 9.8167 11.2154 20.1671 -0.89 -0.06 1.91
S 9.9955 10.3909 21.8302 -0.65 -0.53 0.51
O 8.9130 10.7923 22.8172 0.82 0.33 -1.35
C 9.4148 8.7398 21.2889 -0.10 0.24 -0.33
H 9.9105 12.2981 20.2510 0.42 -0.18 0.54
H 8.8075 10.9642 19.8407 0.88 0.52 0.49
H 10.5478 10.8640 19.4390 -0.04 -1.01 2.25
H 9.3297 8.0640 22.1398 0.44 0.26 0.11
H 10.0676 8.3524 20.5066 0.13 -0.11 0.14
H 8.4160 8.8354 20.8632 0.08 0.27 0.19
C 1.6408 13.7960 23.6183 0.56 0.20 0.14
S 2.2692 12.6932 22.2728 -1.89 -1.38 0.74
O 0.9982 12.3717 21.4410 1.57 1.52 1.22
C 3.2697 13.8877 21.3310 -3.00 0.55 2.68
H 1.2160 14.6856 23.1532 -0.17 -0.04 0.20
H 2.3605 14.0537 24.3953 0.98 0.38 -0.67
H 0.9688 13.3112 24.3265 -0.72 -0.59 -1.03
H 3.4640 13.5883 20.3010 0.24 0.43 2.45
H 3.9748 14.2878 22.0595 0.28 -0.50 -0.85
H 2.4619 14.6186 21.3660 0.25 0.80 -0.93
C 6.2659 13.6760 21.7224 0.59 0.38 0.94
S 6.2867 15.5738 21.4408 -1.20 -1.77 1.77
O 4.9032 15.8494 20.8694 1.50 1.06 1.39
C 6.4421 16.0246 23.2326 -1.15 0.57 -1.31
H 5.7892 13.3571 22.6493 -0.27 0.58 0.14
H 7.2718 13.2718 21.8357 0.23 0.40 -0.08
H 5.8080 13.1290 20.8982 0.13 0.64 0.51
H 7.3564 15.5971 23.6440 -0.23 0.01 -0.05
H 5.4991 15.7726 23.7178 0.27 -0.36 0.28
H 6.4616 17.1120 23.1587 0.38 0.06 0.36
C 2.4449 9.0512 19.0994 1.15 2.14 0.27
S 2.5095 10.5830 20.2864 0.23 -2.10 -0.25
O 3.8947 10.5803 20.9618 -2.48 -0.04 -0.12
C 2.4131 11.9125 19.0107 0.79 -1.39 -0.03
H 1.6600 9.2885 18.3812 -0.56 -0.64 0.48
H 2.4516 8.1654 19.7346 -0.58 0.15 -0.23
H 3.3284 9.0891 18.4620 0.03 -0.27 0.44
H 3.2768 11.8208 18.3520 -0.99 -0.40 0.89
H 2.5086 12.9054 19.4501 -1.08 -1.88 0.25
H 1.5766 11.8270 18.3172 -0.53 -0.21 0.68
C 8.3741 14.6763 19.7962 -1.09 2.03 0.95
S 9.1204 16.0689 20.6680 2.64 -0.15 -1.61
O 10.6078 15.7897 20.4224 -1.14 0.66 0.73
C 8.6750 17.4062 19.3733 0.31 -0.34 2.66
H 8.7217 14.6989 18.7634 -0.17 0.83 1.87
H 7.3224 14.9603 19.8341 1.07 -0.19 -1.00
H 8.3476 13.7024 20.2850 0.83 0.46 0.33
H 9.1704 17.1413 18.4392 0.05 0.41 1.72
H 8.9705 18.3865 19.7471 0.50 -0.16 0.36
H 7.5893 17.4748 19.3052 0.22 -0.44 -0.14
C 7.2092 8.7915 16.5692 -0.61 -2.34 0.47
S 7.8716 8.3848 18.1425 0.02 -2.24 -0.05
O 8.4406 9.6938 18.6846 3.73 -4.71 -1.69
C 6.2140 8.0246 18.9671 0.17 0.94 0.16
H 6.5031 9.6049 16.7369 0.24 -1.37 -0.12
H 6.8076 7.8979 16.0914 -0.33 -0.32 0.45
H 8.0133 9.1228 15.9122 -0.37 -0.79 0.68
H 5.5495 7.5803 18.2261 0.41 -0.43 0.06
H 5.7294 8.9615 19.2419 0.42 -0.41 -0.15
H 6.2582 7.4751 19.9074 0.48 -0.37 -0.34
N 10.4873 12.0564 17.7036 -0.88 0.97 -2.13
C 10.9714 12.1106 16.4199 2.45 0.50 0.65
C 10.9061 13.4097 15.9562 -2.31 -0.50 0.29
C 9.9242 14.0759 16.8092 3.75 -2.49 -0.24
C 9.7262 13.1960 17.8829 2.74 0.85 -0.74
H 10.5587 11.2877 18.3548 -0.23 0.73 -1.82
H 11.5069 11.2531 16.0399 0.21 0.16 -0.04
H 11.2194 13.7994 14.9990 0.09 -0.25 0.01
H 9.4971 15.0396 16.5740 1.61 -1.64 -0.21
H 9.1478 13.3504 18.7818 2.13 -0.24 -0.82
N 6.5678 15.4673 17.4346 2.86 4.15 -2.59
C 7.8375 15.1113 17.2122 -1.67 3.48 -0.28
C 8.4978 16.3392 17.0242 -0.64 0.55 -1.80
C 7.5618 17.3880 17.0757 -1.40 -0.19 -1.56
C 6.3170 16.8346 17.2907 3.20 -0.49 -0.75
H 5.7911 14.8336 17.5581 1.41 0.78 -2.01
H 8.1720 14.0985 17.3815 -1.48 0.81 -0.98
H 9.5372 16.6009 16.8914 0.07 -0.38 -0.17
H 7.7299 18.4481 16.9561 0.29 -0.04 -0.01
H 5.3508 17.3140 17.3453 2.95 -0.35 -0.99
N 6.7777 10.9654 18.9924 -4.94 3.15 -0.39
C 5.4064 11.0529 19.1648 2.69 -0.03 4.14
C 5.1067 12.3663 19.2533 0.68 1.33 0.88
C 6.2506 13.1150 18.9299 3.25 -2.53 0.83
C 7.2934 12.2283 18.7111 -2.72 -0.42 1.90
H 7.3172 10.1227 18.8548 -0.64 1.09 0.34
H 4.7802 10.1975 19.3712 0.57 0.60 -0.24
H 4.2234 12.9304 19.5144 1.37 -1.81 -0.65
H 6.2431 14.1950 18.9337 1.93 -2.05 1.16
H 8.3158 12.4126 18.4159 -1.67 -0.90 0.62
N 4.5031 11.1142 17.0614 -5.24 -0.73 -2.00
C 4.1482 9.8926 16.6276 -0.38 -0.67 -2.88
C 3.2622 10.0664 15.5567 -0.72 -0.26 1.35
C 2.8158 11.4010 15.6438 0.27 0.53 -1.72
C 3.6472 12.0658 16.4860 1.74 -1.00 0.87
H 5.1987 11.2777 17.7753 -0.61 0.38 -0.51
H 4.6066 8.9397 16.8475 0.32 0.48 0.27
H 2.8475 9.3662 14.8466 0.06 -0.36 0.41
H 2.0864 11.8294 14.9724 -0.08 0.16 0.20
H 3.6884 13.0379 16.9548 1.15 -0.81 -1.79
N 6.5529 10.6788 14.5609 0.94 -0.69 0.06
C 6.6103 11.1477 15.8445 0.75 2.97 -1.18
C 7.9139 11.1567 16.2428 -1.44 3.23 1.92
C 8.6410 10.6329 15.2569 4.41 0.52 -2.22
C 7.8413 10.3211 14.2428 -1.27 -0.46 -2.83
H 5.7976 10.4922 13.9168 -0.24 0.27 0.69
H 5.7724 11.5209 16.4146 2.07 0.24 -2.06
H 8.1901 11.5440 17.2124 0.24 -0.80 -1.55
H 9.7171 10.6165 15.1670 -0.19 -0.42 0.18
H 8.0607 9.8706 13.2860 0.04 0.10 0.01
```
Positions in Å, forces in eV/Å.

Computed properties:
HOMO: -7.5 eV
Gap between HOMO and LUMO: 0.2819 Eh
Net charge: 0
Maximum force: 12.40 eV/Å